Entry 1:
Molecular formula: C4H4KNaO5
Method: DFT, wB97M-V/def2-TZVPD

```
! wB97M-V def2-TZVPD RIJCOSX def2/J DEFGRID3
* xyz 1 2
O -2.47172 0.96954 0.06292
C -1.25858 0.86650 -0.45121
C -3.06818 -0.33443 0.20782
O -0.37141 1.66971 -0.25806
O -1.05563 -0.34028 -0.95592
C -2.04874 -1.25845 -0.46512
Na 1.74248 2.30717 -0.02837
H -4.04528 -0.32346 -0.28373
H -3.19464 -0.53292 1.27765
H -2.45093 -1.79304 -1.33162
C 3.75955 -0.14549 0.25577
O 3.60007 1.09615 0.32917
O 4.81612 -0.77171 0.33942
K 7.56347 0.57040 1.06618
H -1.51658 -1.97969 0.23508
*
```

Expectation value of S²: 0.75

---

Entry 2:
Molecular formula: C22H59BO8P
Method: DFT, wB97M-V/def2-TZVPD

```
! wB97M-V def2-TZVPD RIJCOSX def2/J DEFGRID3
* xyz -1 1
C 4.12810 -0.06608 3.25602
C 2.69343 0.54238 3.26938
B 2.61352 1.72498 2.21139
O 3.57356 2.75199 2.38601
P 1.28154 1.94867 0.77729
C 2.56980 2.08922 -0.66207
C 3.84106 1.24533 -0.48889
C 0.99034 0.04548 0.42279
C -0.34367 -0.37564 1.01622
C -0.82172 -1.75129 0.68803
O -1.40274 -2.46168 1.50366
O -0.63955 -2.20575 -0.56906
H 4.56491 -0.09239 4.25270
H 4.13609 -1.06606 2.84064
H 4.81176 0.52246 2.64382
H 1.98590 -0.26389 3.08455
H 2.50250 0.88751 4.29046
H 3.30646 3.37020 3.06446
H 0.13924 2.20886 -0.17374
H 0.24117 1.87139 1.87089
H 1.34585 3.42307 0.99582
H 2.86686 3.13387 -0.76571
H 2.06994 1.75179 -1.57440
H 3.65179 0.24622 -0.09519
H 4.30452 1.08909 -1.47028
H 4.60633 1.74071 0.10866
H 1.80488 -0.62368 0.70504
H 0.88637 -0.02953 -0.66434
H -1.09661 0.31450 0.60766
H -0.38492 -0.26540 2.09497
H -1.03292 -3.08542 -0.57079
C -0.66685 3.91078 -3.45042
C -0.26441 2.50922 -3.88167
C -1.43420 1.76514 -4.51510
O 0.22298 1.79872 -2.75576
H -1.45600 3.85834 -2.69732
H 0.17623 4.43110 -2.99619
H -1.03399 4.50390 -4.29224
H 0.55983 2.56005 -4.59725
H -2.25202 1.66643 -3.79626
H -1.13131 0.75861 -4.80751
H -1.81092 2.28809 -5.39793
H -0.47827 1.76284 -2.09035
C -2.20485 -5.38986 -3.28808
C -0.91694 -5.31515 -4.09534
C 0.09190 -4.38450 -3.44203
O -1.19616 -4.88946 -5.42974
H -2.67071 -4.40267 -3.22423
H -2.91934 -6.06029 -3.76698
H -2.01756 -5.74757 -2.27425
H -0.48845 -6.31424 -4.18873
H -0.30688 -3.36842 -3.38064
H 1.01003 -4.33802 -4.02734
H 0.34081 -4.71530 -2.43245
H -1.57349 -4.00558 -5.37862
C -4.35895 3.84857 -0.40021
C -3.40084 5.02440 -0.28416
C -3.90060 6.05632 0.71550
O -3.20223 5.63078 -1.56225
H -5.33782 4.18828 -0.75480
H -3.98262 3.11812 -1.11668
H -4.49359 3.35127 0.56157
H -2.41969 4.66208 0.02459
H -4.86527 6.46227 0.39445
H -3.19991 6.88850 0.78652
H -4.02357 5.61878 1.70723
H -4.04752 5.96679 -1.87485
C -4.17324 0.99190 2.14932
C -4.89965 0.42495 0.93794
C -5.74191 -0.78739 1.30950
O -3.96071 0.08443 -0.07533
H -3.49146 0.24610 2.56623
H -3.57241 1.85619 1.86499
H -4.87617 1.29348 2.92909
H -5.54069 1.19410 0.50180
H -5.10443 -1.58231 1.70535
H -6.25304 -1.18160 0.43002
H -6.48926 -0.53563 2.06451
H -3.38121 -0.59383 0.29020
C 5.29879 -4.81198 4.57480
C 5.25294 -4.13171 3.21421
C 6.05556 -4.90398 2.17722
O 5.72825 -2.79399 3.31364
H 6.32867 -4.86012 4.94095
H 4.71695 -4.24580 5.30209
H 4.90305 -5.82798 4.52559
H 4.21650 -4.04990 2.88387
H 7.10788 -4.95501 2.47218
H 6.00871 -4.40275 1.21059
H 5.68074 -5.92251 2.06113
H 6.64543 -2.82381 3.60369
*
```

---

Entry 3:
Molecular formula: C29H34BF4KN7
Method: DFT, wB97M-V/def2-TZVPD

```
! wB97M-V def2-TZVPD RIJCOSX def2/J DEFGRID3
* xyz -1 1
K -0.42731 -0.29148 0.36446
C 3.36902 0.02235 0.76102
N 2.53879 0.55978 -0.30456
C 2.49549 -0.34700 -1.45682
C 1.67646 0.21752 -2.58892
C 2.22570 0.42266 -3.85006
C 1.44193 0.99719 -4.83934
C 0.13430 1.34079 -4.53940
C -0.33772 1.06870 -3.26246
N 0.41092 0.52791 -2.31131
C 2.95185 1.92096 -0.63554
C 1.80754 2.83657 -1.01137
C 1.85869 3.66208 -2.12692
C 0.77563 4.47992 -2.40842
C -0.31799 4.45797 -1.55680
C -0.24887 3.64375 -0.43646
N 0.78345 2.85973 -0.16113
C 2.90617 -1.31358 1.29159
C 3.81925 -2.32272 1.56490
C 3.35949 -3.49476 2.14954
C 2.01156 -3.61981 2.42776
C 1.16963 -2.56963 2.09143
N 1.60749 -1.44162 1.54675
H 3.31876 0.72702 1.59632
H 4.42587 -0.07253 0.45262
H 2.02594 -1.28308 -1.14061
H 3.50918 -0.58209 -1.82598
H 3.24683 0.12976 -4.05807
H 1.85283 1.17587 -5.82556
H -0.50791 1.80341 -5.27719
H -1.36901 1.26929 -2.98974
H 3.72158 1.94276 -1.42342
H 3.39436 2.35296 0.26463
H 2.71987 3.65285 -2.78265
H 0.78603 5.11718 -3.28383
H -1.18760 5.07248 -1.74852
H -1.03813 3.65412 0.31071
H 4.86650 -2.19231 1.32300
H 4.05051 -4.29827 2.37192
H 1.60995 -4.52056 2.86935
H 0.10008 -2.62910 2.26413
C -5.30151 2.95009 -0.38343
C -4.55046 1.75439 -0.86389
C -4.89181 0.74109 -1.73105
C -3.76113 -0.11092 -1.78871
N -2.78824 0.37630 -1.04270
N -3.27898 1.49773 -0.48897
C -3.57498 -1.38906 -2.53673
H -6.31898 2.93040 -0.76705
H -4.82351 3.87140 -0.72427
H -5.34076 2.97694 0.70697
H -5.83831 0.60470 -2.22801
H -2.72472 1.97807 0.20089
H -4.10697 -1.36725 -3.48816
H -3.94442 -2.23488 -1.95473
H -2.51362 -1.56574 -2.70998
F -0.93858 -4.77697 -1.91545
B -0.53845 -3.79117 -1.00416
F -0.01834 -2.67192 -1.71089
F -1.63539 -3.34914 -0.23227
F 0.46613 -4.28465 -0.14397
C -3.39392 -1.00121 2.35788
C -2.51819 -0.07138 3.14938
C -2.74188 0.43622 4.42423
C -1.62968 1.26038 4.71773
C -0.80311 1.19910 3.60156
C 0.53953 1.84395 3.40938
N -1.34409 0.39766 2.64248
H -4.21052 -1.37228 2.97923
H -2.83097 -1.86183 1.98304
H -3.83454 -0.50311 1.48600
H -3.59404 0.23357 5.06048
H -1.45067 1.82232 5.62581
H 0.67884 2.65567 4.12732
H 0.64429 2.24619 2.39782
H 1.35220 1.12131 3.56108
*
```

---

The max |F| results, record by record, are as follows: 0.03917, 0.02864, 0.01534 Eh/bohr.
The total energy results, record by record, are as follows: -1293.1101, -1841.6765, -2533.3911 a.u..